1) C2H5FNO | wB97M-V/def2-TZVPD

Summary:
E_LUMO ... 4.2 eV
Total charge ... -1
Orbital gap ... 7.089 eV

Last columns: bonded neighbours and bond lengths (Å).
Geometry (Å):
1 C 0.5341 0.9965 -1.7237  H6 1.122, H7 1.095, H8 1.135, H9 1.105
2 C -2.6339 0.3135 0.8628  N3 1.318, F5 1.464
3 N -3.4825 -0.3088 0.0700  C2 1.318, O4 1.338, H10 1.046
4 O -3.5867 -0.2513 -1.2631  N3 1.338
5 F -3.1321 -0.1595 2.1551  C2 1.464
6 H -0.5797 0.8665 -1.7081  C1 1.122
7 H 0.5730 1.6243 -2.6204  C1 1.095
8 H 0.9532 1.7458 -0.9809  C1 1.135
9 H 1.2361 0.1775 -1.9630  C1 1.105
10 H -4.1020 -0.9957 0.5582  N3 1.046



2) C2H5FNO | wB97M-V/def2-TZVPD

Summary:
E_LUMO (spin up / spin down) ... 4.4 / 4.4 eV
Total charge ... -1
Orbital gap (spin up / spin down) ... 6.946 / 6.945 eV

Last columns: bonded neighbours and bond lengths (Å).
Geometry (Å):
1 C 0.8792 -0.8448 -0.4100  C2 1.717, H6 1.188, H7 1.096, H8 1.095
2 C -0.1054 0.1705 0.5641  C1 1.717, N3 1.339, H9 1.141
3 N -0.3944 1.3296 -0.0403  C2 1.339, O4 1.334, H10 0.977
4 O -0.9116 2.4264 0.5156  N3 1.334
5 F -1.7093 -1.0138 0.2989  no bonds
6 H 0.1985 -1.1863 -1.3214  C1 1.188
7 H 1.0390 -1.7193 0.2306  C1 1.096
8 H 1.8609 -0.4203 -0.6427  C1 1.095
9 H 0.0172 0.0337 1.6897  C2 1.141
10 H -0.8740 1.2243 -0.8845  N3 0.977



Stability check: which of them is most stable? 1).



1) C24H31N3O4 | wB97M-V/def2-TZVPD

Summary:
E_LUMO ... 0.7 eV
SMILES ... CCOc1ccccc1C(=O)N[C@@H](C(=O)Nc1ccccc1N1CCOCC1)C(C)C
Orbital gap ... 8.795 eV

Last columns: bonded neighbours and bond lengths (Å).
Geometry (Å):
1 C 0.7292 2.7337 3.8828  C2 1.522, H32 1.086, H33 1.087, H34 1.088
2 C 0.6585 1.3265 4.4576  C1 1.522, O3 1.418, H35 1.097, H36 1.099
3 O 1.1304 0.4501 3.4473  C2 1.418, C4 1.361
4 C 0.9601 -0.8957 3.5584  O3 1.361, C5 1.391, C9 1.407
5 C 0.7107 -1.5286 4.7722  C4 1.391, C6 1.383, H37 1.079
6 C 0.5734 -2.9037 4.8377  C5 1.383, C7 1.384, H38 1.080
7 C 0.6658 -3.6723 3.6909  C6 1.384, C8 1.381, H39 1.079
8 C 0.8867 -3.0495 2.4785  C7 1.381, C9 1.391, H40 1.080
9 C 1.0439 -1.6703 2.3862  C4 1.407, C8 1.391, C10 1.491
10 C 1.1844 -1.1064 1.0133  C9 1.491, O11 1.224, N12 1.350
11 O 0.7844 -1.7176 0.0309  C10 1.224
12 N 1.7998 0.0904 0.9061  C10 1.350, C13 1.450, H41 1.010
13 C 1.7567 0.8299 -0.3404  N12 1.450, C14 1.540, C29 1.532, H42 1.095
14 C 0.3700 1.4977 -0.3858  C13 1.540, O15 1.216, N16 1.351
15 O 0.1124 2.4518 0.3226  C14 1.216
16 N -0.4985 0.8720 -1.2095  C14 1.351, C17 1.399, H43 1.014
17 C -1.8238 1.2069 -1.5063  N16 1.399, C18 1.388, C22 1.408
18 C -2.4134 2.3904 -1.0838  C17 1.388, C19 1.384, H44 1.077
19 C -3.7025 2.7064 -1.4758  C18 1.384, C20 1.382, H45 1.079
20 C -4.4069 1.8492 -2.3000  C19 1.382, C21 1.385, H46 1.080
21 C -3.8309 0.6606 -2.7157  C20 1.385, C22 1.388, H47 1.079
22 C -2.5465 0.3132 -2.3193  C17 1.408, C21 1.388, N23 1.417
23 N -1.8999 -0.8783 -2.7309  C22 1.417, C24 1.452, C28 1.461
24 C -2.3001 -1.4189 -4.0179  N23 1.452, C25 1.531, H48 1.092, H49 1.102
25 C -1.2793 -2.4884 -4.4138  C24 1.531, O26 1.406, H50 1.092, H51 1.101
26 O -1.2538 -3.5331 -3.4731  C25 1.406, C27 1.412
27 C -0.9222 -3.0398 -2.1927  O26 1.412, C28 1.529, H52 1.090, H53 1.098
28 C -1.8895 -1.9478 -1.7363  N23 1.461, C27 1.529, H54 1.090, H55 1.103
29 C 2.8708 1.8796 -0.3939  C13 1.532, C30 1.527, C31 1.526, H56 1.095
30 C 2.7984 2.6385 -1.7169  C29 1.527, H57 1.088, H58 1.087, H59 1.087
31 C 4.2373 1.2236 -0.2217  C29 1.526, H60 1.088, H61 1.087, H62 1.087
32 H 0.2636 3.4374 4.5662  C1 1.086
33 H 1.7655 3.0238 3.7287  C1 1.087
34 H 0.2161 2.7688 2.9242  C1 1.088
35 H -0.3748 1.0667 4.7198  C2 1.097
36 H 1.2851 1.2450 5.3562  C2 1.099
37 H 0.6316 -0.9458 5.6767  C5 1.079
38 H 0.3905 -3.3709 5.7939  C6 1.080
39 H 0.5561 -4.7444 3.7411  C7 1.079
40 H 0.9345 -3.6171 1.5612  C8 1.080
41 H 1.9306 0.6401 1.7430  N12 1.010
42 H 1.8692 0.1073 -1.1550  C13 1.095
43 H -0.1937 0.0266 -1.6800  N16 1.014
44 H -1.8521 3.0632 -0.4575  C18 1.077
45 H -4.1494 3.6306 -1.1424  C19 1.079
46 H -5.4090 2.0969 -2.6170  C20 1.080
47 H -4.3945 -0.0061 -3.3501  C21 1.079
48 H -2.3091 -0.6147 -4.7562  C24 1.092
49 H -3.2948 -1.8927 -3.9822  C24 1.102
50 H -1.5462 -2.9405 -5.3708  C25 1.092
51 H -0.2827 -2.0267 -4.4927  C25 1.101
52 H -0.9667 -3.8902 -1.5124  C27 1.090
53 H 0.0997 -2.6390 -2.1928  C27 1.098
54 H -1.5581 -1.5637 -0.7718  C28 1.090
55 H -2.8986 -2.3780 -1.6211  C28 1.103
56 H 2.6971 2.5859 0.4250  C29 1.095
57 H 2.9314 1.9577 -2.5556  C30 1.088
58 H 1.8370 3.1355 -1.8216  C30 1.087
59 H 3.5801 3.3928 -1.7602  C30 1.087
60 H 4.4303 0.5345 -1.0412  C31 1.088
61 H 4.2871 0.6676 0.7109  C31 1.087
62 H 5.0190 1.9794 -0.2172  C31 1.087



2) C24H31N3O4 | wB97M-V/def2-TZVPD

Summary:
E_LUMO ... 0.6 eV
SMILES ... COC(=O)CC[C@H](C)N1CCC(Oc2ccc(C(=O)NCc3ccccn3)cc2)CC1
Orbital gap ... 9.258 eV

Last columns: bonded neighbours and bond lengths (Å).
Geometry (Å):
1 C -2.1593 5.9364 -5.8809  O2 1.421, H32 1.092, H33 1.092, H34 1.087
2 O -1.7326 4.5903 -6.0409  C1 1.421, C3 1.341
3 C -0.4747 4.3978 -6.4624  O2 1.341, O4 1.203, C5 1.509
4 O 0.2851 5.2935 -6.7200  C3 1.203
5 C -0.1601 2.9251 -6.5610  C3 1.509, C6 1.534, H35 1.089, H36 1.091
6 C 0.7887 2.4869 -5.4379  C5 1.534, C7 1.541, H37 1.091, H38 1.091
7 C 0.1773 2.6688 -4.0356  C6 1.541, C8 1.534, N9 1.457, H39 1.097
8 C 0.6207 3.9937 -3.4014  C7 1.534, H40 1.086, H41 1.087, H42 1.088
9 N 0.4627 1.4885 -3.2301  C7 1.457, C10 1.449, C31 1.447
10 C 1.8452 1.3201 -2.8296  N9 1.449, C11 1.527, H43 1.105, H44 1.090
11 C 2.0670 -0.1195 -2.3718  C10 1.527, C12 1.527, H45 1.090, H46 1.090
12 C 1.1507 -0.4316 -1.1905  C11 1.527, O13 1.419, C30 1.530, H47 1.100
13 O 1.3471 -1.7963 -0.8561  C12 1.419, C14 1.354
14 C 0.9424 -2.2805 0.3418  O13 1.354, C15 1.393, C29 1.399
15 C 0.3656 -1.5395 1.3705  C14 1.393, C16 1.384, H48 1.079
16 C -0.0004 -2.1564 2.5537  C15 1.384, C17 1.389, H49 1.082
17 C 0.1990 -3.5180 2.7426  C16 1.389, C18 1.488, C28 1.395
18 C -0.1571 -4.2287 4.0008  C17 1.488, O19 1.217, N20 1.356
19 O 0.4644 -5.1933 4.4076  C18 1.217
20 N -1.2500 -3.7469 4.6427  C18 1.356, C21 1.447, H50 1.006
21 C -1.6857 -4.2669 5.9213  N20 1.447, C22 1.508, H51 1.092, H52 1.094
22 C -1.2165 -3.3835 7.0501  C21 1.508, C23 1.392, N27 1.325
23 C 0.1377 -3.2963 7.3617  C22 1.392, C24 1.384, H53 1.079
24 C 0.5268 -2.4499 8.3847  C23 1.384, C25 1.387, H54 1.081
25 C -0.4452 -1.7243 9.0581  C24 1.387, C26 1.386, H55 1.079
26 C -1.7653 -1.8803 8.6674  C25 1.386, N27 1.322, H56 1.083
27 N -2.1440 -2.6831 7.6874  C22 1.325, C26 1.322
28 C 0.8035 -4.2513 1.7215  C17 1.395, C29 1.375, H57 1.079
29 C 1.1610 -3.6484 0.5391  C14 1.399, C28 1.375, H58 1.078
30 C -0.2947 -0.1472 -1.6052  C12 1.530, C31 1.527, H59 1.091, H60 1.091
31 C -0.4178 1.2927 -2.0990  N9 1.447, C30 1.527, H61 1.106, H62 1.092
32 H -1.8110 6.3278 -4.9226  C1 1.092
33 H -1.7586 6.5568 -6.6847  C1 1.092
34 H -3.2461 5.9238 -5.9078  C1 1.087
35 H -1.0901 2.3599 -6.5107  C5 1.089
36 H 0.3248 2.7492 -7.5224  C5 1.091
37 H 1.7174 3.0527 -5.5231  C6 1.091
38 H 1.0102 1.4284 -5.5798  C6 1.091
39 H -0.9135 2.6918 -4.1448  C7 1.097
40 H 0.3479 4.8252 -4.0441  C8 1.086
41 H 1.6992 4.0148 -3.2654  C8 1.087
42 H 0.1417 4.1349 -2.4346  C8 1.088
43 H 2.1212 2.0001 -2.0034  C10 1.105
44 H 2.4907 1.5352 -3.6813  C10 1.090
45 H 3.1076 -0.2703 -2.0831  C11 1.090
46 H 1.8296 -0.8056 -3.1845  C11 1.090
47 H 1.4334 0.2079 -0.3410  C12 1.100
48 H 0.2016 -0.4780 1.2691  C15 1.079
49 H -0.4179 -1.5456 3.3426  C16 1.082
50 H -1.7176 -2.9272 4.2934  N20 1.006
51 H -2.7755 -4.3324 5.9406  C21 1.092
52 H -1.2446 -5.2632 6.0178  C21 1.094
53 H 0.8545 -3.8848 6.8101  C23 1.079
54 H 1.5688 -2.3587 8.6559  C24 1.081
55 H -0.1850 -1.0559 9.8642  C25 1.079
56 H -2.5637 -1.3371 9.1566  C26 1.083
57 H 0.9815 -5.3038 1.8804  C28 1.079
58 H 1.6215 -4.2096 -0.2585  C29 1.078
59 H -0.9791 -0.3189 -0.7729  C30 1.091
60 H -0.5587 -0.8295 -2.4140  C30 1.091
61 H -0.1860 1.9804 -1.2639  C31 1.106
62 H -1.4460 1.4797 -2.4169  C31 1.092



Stability check: which of them is most stable? 1).



1) C5H12N4 | wB97M-V/def2-TZVPD

Summary:
E_LUMO ... -6.6 eV
Total charge ... +2
Orbital gap ... 9.985 eV

Last columns: bonded neighbours and bond lengths (Å).
Geometry (Å):
1 C 1.4218 -0.6334 0.6852  C3 1.541, N6 1.277, H10 1.126
2 C 0.3690 0.7341 2.5214  C3 1.364, N7 1.158
3 C 0.6515 -0.4997 2.0128  C1 1.541, C2 1.364, H11 1.149, H12 1.138
4 C -0.1520 3.0106 3.3541  N7 1.346, H13 1.124, H14 1.104, H15 1.114
5 C 1.3849 -0.1229 -2.4744  N8 1.264, H16 1.027, H17 1.080
6 N 0.6803 -0.6461 -0.3544  C1 1.277, N8 1.332
7 N 0.2967 1.8183 2.9208  C2 1.158, C4 1.346
8 N 0.9886 -0.9580 -1.6122  C5 1.264, N6 1.332
9 N -2.1961 -2.0940 -3.5122  H18 1.044, H19 1.015, H20 1.042, H21 1.095
10 H 2.5158 -0.5387 0.9362  C1 1.126
11 H -0.3641 -0.9829 1.7771  C3 1.149
12 H 1.0438 -1.1626 2.8499  C3 1.138
13 H -0.2068 2.8562 4.4665  C4 1.124
14 H -1.1672 3.0317 2.9198  C4 1.104
15 H 0.5111 3.8536 3.0519  C4 1.114
16 H 1.4607 0.8963 -2.3755  C5 1.027
17 H 1.5991 -0.4086 -3.4934  C5 1.080
18 H -2.9445 -1.4311 -3.8137  N9 1.044
19 H -2.1894 -3.0460 -3.8650  N9 1.015
20 H -2.5137 -2.0124 -2.5227  N9 1.042
21 H -1.1894 -1.6644 -3.4722  N9 1.095



2) C5H12N4 | wB97M-V/def2-TZVPD

Summary:
E_LUMO ... -9.1 eV
SMILES ... CNC1=[N+](C)N=C[C@@H]1[NH3+]
Total charge ... +2
Orbital gap ... 8.848 eV

Last columns: bonded neighbours and bond lengths (Å).
Geometry (Å):
1 C 2.0884 -0.8743 0.3375  N2 1.393, H10 1.107, H11 1.012, H12 1.093
2 N 0.7175 -1.0720 0.1857  C1 1.393, C3 1.329, H13 1.016
3 C -0.2927 -0.2080 0.1700  N2 1.329, N4 1.334, C8 1.549
4 N -1.5354 -0.6697 0.0195  C3 1.334, C5 1.478, N6 1.340
5 C -2.2355 -1.9396 -0.2684  N4 1.478, H14 1.083, H15 1.173, H16 1.066
6 N -2.4275 0.3280 0.0787  N4 1.340, C7 1.262
7 C -1.8732 1.4321 0.3344  N6 1.262, C8 1.557, H17 1.088
8 C -0.3225 1.3200 0.4207  C3 1.549, C7 1.557, N9 1.502, H18 1.023
9 N 0.3324 2.2408 -0.5692  C8 1.502, H19 1.057, H20 1.001, H21 0.996
10 H 2.2044 -0.1164 1.1360  C1 1.107
11 H 2.7257 -1.6598 0.3798  C1 1.012
12 H 2.6141 -0.4355 -0.5140  C1 1.093
13 H 0.6480 -2.0199 -0.1741  N2 1.016
14 H -1.5118 -2.6595 0.0935  C5 1.083
15 H -3.1684 -1.6958 0.3991  C5 1.173
16 H -2.5062 -2.1125 -1.2850  C5 1.066
17 H -2.3173 2.4204 0.4306  C7 1.088
18 H -0.0314 1.4458 1.3937  C8 1.023
19 H 1.3367 2.3516 -0.2590  N9 1.057
20 H -0.0757 3.1364 -0.3866  N9 1.001
21 H 0.0827 1.8226 -1.4383  N9 0.996



Stability check: which of them is most stable? 1).